Entry 1:
C3H11NO3 | ωB97M-V with the def2-TZVPD basis set

Last column: Mulliken spin population.
CARTESIAN COORDINATES (ANGSTROEM)
1 C -1.4600 0.5333 1.4654  0.0785
2 C -1.6196 1.3492 0.3710  0.3604
3 C -0.4194 -1.5269 0.7081  -0.0070
4 N -0.5903 -0.4816 1.3714  0.4088
5 H -1.8786 0.7237 2.4461  0.0057
6 H -1.1458 1.0335 -0.5555  0.0555
7 H -2.1275 2.3024 0.3540  0.0193
8 H 0.5330 -2.0587 0.6731  0.0237
9 H -1.1607 -2.0384 0.0849  0.0346
10 H 1.2537 0.4787 1.0111  0.0008
11 H 2.5657 1.2854 1.2975  -0.0001
12 O 2.2146 0.4727 0.9492  0.0044
13 H 0.1264 -0.8130 -1.4918  -0.0014
14 H -1.1009 -0.9645 -2.4480  0.0001
15 O -0.6381 -1.4060 -1.7031  0.0159
16 H 2.1397 0.2518 -2.2362  0.0000
17 H 1.8697 0.5461 -0.7199  0.0006
18 O 1.4382 0.3125 -1.5772  0.0003

Properties
Relative energy (zero: lowest compared OMol25 entry of this formula, charge and spin), kJ/mol: 94.7
2S+1: 2
HOMO-LUMO gap (alpha / beta), eV: 10.554 / 7.481
F_max, eV/Å: 1.5
Charge: +1

---

Entry 2:
C21H14N3O3S6Tl | ωB97M-V with the def2-TZVPD basis set

Last column: Löwdin charge in e.
CARTESIAN COORDINATES (ANGSTROEM)
1 Tl -0.7354 0.6762 -0.4350  0.5744
2 C 0.0793 -1.3682 -3.8831  -0.0821
3 C -0.4562 -2.2430 -2.8120  -0.6159
4 N -1.1503 -1.8670 -1.7944  0.0393
5 C -1.4665 -2.9007 -0.9434  -0.3642
6 C -1.0045 -4.1161 -1.3480  -0.3740
7 S -0.1358 -3.9712 -2.8203  0.9982
8 C -2.2372 -2.6646 0.2767  -0.3852
9 C -2.5970 -3.6320 1.1646  -0.3810
10 S -3.4919 -2.9555 2.4618  0.9949
11 C -3.3494 -1.3724 1.6968  -0.6212
12 N -2.6813 -1.4036 0.5971  0.0444
13 C -3.9401 -0.1723 2.3273  -0.1077
14 H 0.8155 -0.6995 -3.4139  0.0589
15 H -0.7137 -0.7391 -4.2898  0.0833
16 H 0.5454 -1.9528 -4.6752  0.0625
17 H -1.1142 -5.0755 -0.8721  0.0600
18 H -2.3638 -4.6829 1.1476  0.0598
19 H -4.5649 -0.4414 3.1794  0.0613
20 H -4.5185 0.3891 1.5918  0.0811
21 H -3.1217 0.4822 2.6624  -0.0092
22 O 2.3827 -0.6802 6.3381  -0.1510
23 C 1.7669 -0.4980 5.3023  -1.1013
24 S 0.7483 0.8908 4.9787  0.8814
25 C 0.2567 0.4830 3.3160  -1.1865
26 C 0.7907 -0.6500 2.7999  -1.1916
27 S 0.6465 -1.3004 1.2082  0.4200
28 S 1.7896 -1.5976 3.9306  0.8801
29 S -0.8683 1.5556 2.5820  0.4103
30 O 3.5918 1.0650 -2.3499  -0.0333
31 C 2.5350 1.1213 -1.6979  -0.6448
32 O 1.4774 0.4721 -1.8932  -0.1961
33 C 2.5054 2.1770 -0.5764  -0.1681
34 C 3.7175 2.7463 -0.1224  -0.0014
35 C 3.6784 3.7800 0.7625  -0.0226
36 C 2.4308 4.2912 1.1822  -0.1617
37 C 2.3051 5.4078 2.0380  -0.0611
38 C 1.0676 5.8738 2.3862  -0.1102
39 C -0.0914 5.2535 1.8869  -0.1006
40 C -0.0009 4.1630 1.0637  -0.0902
41 C 1.2650 3.6517 0.6890  -0.2241
42 N 1.3339 2.5927 -0.1597  0.1155
43 H 4.6486 2.3373 -0.4876  0.1069
44 H 4.5867 4.2361 1.1436  0.1042
45 H 3.2047 5.8945 2.4002  0.0981
46 H 0.9740 6.7349 3.0383  0.0875
47 H -1.0652 5.6329 2.1704  0.0946
48 H -0.8822 3.6937 0.6548  0.0686

Properties
2S+1: 1
HOMO-LUMO gap, eV: 4.340
F_max, eV/Å: 0.8
Charge: -2

---

Entry 3:
C28H45GeN2RuS5Si3 | ωB97M-V with the def2-TZVPD basis set

Last column: Löwdin charge in e.
CARTESIAN COORDINATES (ANGSTROEM)
1 Ru 0.3947 -0.6772 0.2969  0.0685
2 S -0.1857 -0.3373 2.5096  0.7277
3 C -1.0553 -1.6909 2.9906  -0.6137
4 N -1.2753 -1.9887 4.2608  -0.0850
5 C -2.0256 -3.1861 4.6361  -0.0850
6 C -3.1607 -3.3800 3.6738  -0.0835
7 N -2.6246 -3.4309 2.3116  -0.0796
8 C -3.4318 -4.2192 1.3567  -0.1028
9 C -4.8251 -3.6543 1.2463  -0.2271
10 C -5.9149 -4.3858 1.6981  -0.0423
11 C -7.1951 -3.8504 1.6290  -0.0659
12 C -7.3846 -2.5774 1.1168  -0.0703
13 C -6.2965 -1.8413 0.6626  -0.0620
14 C -5.0211 -2.3771 0.7248  -0.0324
15 C -1.6766 -2.5942 1.9272  -0.5971
16 S -1.1999 -2.4242 0.3217  0.7264
17 C -0.7315 -1.2117 5.3906  -0.1028
18 C -1.8457 -0.5380 6.1485  -0.2264
19 C -2.5842 0.4706 5.5333  -0.0327
20 C -3.6256 1.0813 6.2116  -0.0644
21 C -3.9332 0.6920 7.5102  -0.0719
22 C -3.1974 -0.3057 8.1281  -0.0670
23 C -2.1558 -0.9228 7.4455  -0.0469
24 H -2.4069 -3.0420 5.6451  0.1334
25 H -1.3450 -4.0429 4.6326  0.1486
26 H -3.8956 -2.5744 3.7482  0.1525
27 H -3.6704 -4.3215 3.8706  0.1420
28 H -3.4601 -5.2417 1.7353  0.1351
29 H -2.9167 -4.2268 0.4001  0.0867
30 H -5.7684 -5.3837 2.0957  0.1152
31 H -8.0405 -4.4294 1.9757  0.1099
32 H -8.3804 -2.1582 1.0644  0.1097
33 H -6.4450 -0.8523 0.2503  0.1107
34 H -4.1779 -1.8060 0.3523  0.1027
35 H -0.0251 -0.4881 4.9913  0.0883
36 H -0.1877 -1.9121 6.0281  0.1383
37 H -2.3372 0.7834 4.5245  0.1044
38 H -4.1917 1.8696 5.7335  0.1098
39 H -4.7468 1.1701 8.0390  0.1095
40 H -3.4283 -0.6033 9.1421  0.1099
41 H -1.5759 -1.6989 7.9326  0.1161
42 S -1.3509 1.9912 -2.9356  0.6349
43 C -0.4712 1.1144 -1.9078  -1.7220
44 S -0.2441 -0.5973 -1.9332  0.4874
45 S 0.3240 1.8482 -0.4948  0.5296
46 C 2.1077 -3.4498 -0.6097  -0.2098
47 Si 2.2088 -2.1829 0.7807  0.3659
48 C 1.9275 -3.0158 2.4443  -0.2251
49 C 3.9835 -1.5669 0.8710  -0.2477
50 Ge 2.3090 0.7249 -0.3426  0.4520
51 Si 3.3585 2.1700 1.3072  0.3478
52 C 2.7818 1.6520 3.0093  -0.2201
53 C 5.2200 2.0521 1.1994  -0.2141
54 C 2.7875 3.9085 0.9168  -0.2285
55 Si 3.4174 0.5332 -2.4932  0.3705
56 C 2.9941 -1.0309 -3.4278  -0.2059
57 C 5.2593 0.5463 -2.1714  -0.2089
58 C 2.8795 2.0841 -3.3824  -0.2053
59 H 1.9110 -4.4441 -0.2017  0.0359
60 H 3.0560 -3.4874 -1.1504  0.0319
61 H 1.3244 -3.2334 -1.3364  -0.0048
62 H 2.7626 -3.6932 2.6456  0.0408
63 H 1.0107 -3.6102 2.4641  0.0170
64 H 1.8896 -2.2811 3.2505  0.0130
65 H 4.6512 -2.4254 0.9923  0.0526
66 H 4.1388 -0.9030 1.7242  0.0167
67 H 4.3090 -1.0424 -0.0311  -0.0216
68 H 3.3176 0.7662 3.3576  0.0300
69 H 1.7166 1.4239 3.0102  -0.0376
70 H 2.9479 2.4533 3.7334  0.0417
71 H 5.5708 1.0194 1.1835  0.0226
72 H 5.6692 2.5450 2.0653  0.0417
73 H 5.5966 2.5569 0.3090  0.0238
74 H 1.7528 4.0685 1.2247  0.0254
75 H 2.8533 4.1258 -0.1511  0.0256
76 H 3.4120 4.6324 1.4462  0.0400
77 H 3.8267 -1.7347 -3.3695  0.0352
78 H 2.8247 -0.7974 -4.4813  0.0421
79 H 2.0998 -1.5280 -3.0584  -0.0292
80 H 5.6011 -0.4207 -1.7981  0.0302
81 H 5.5670 1.3124 -1.4620  0.0054
82 H 5.7845 0.7345 -3.1116  0.0455
83 H 1.7925 2.1446 -3.4625  0.0097
84 H 3.2906 2.0935 -4.3948  0.0437
85 H 3.2315 2.9809 -2.8680  0.0346

Properties
Relative energy (zero: lowest compared OMol25 entry of this formula, charge and spin), kJ/mol: 126.5
2S+1: 1
HOMO-LUMO gap (alpha / beta), eV: 5.674 / 5.597
F_max, eV/Å: 2.9
Charge: +1

---

Entry 4:
C32H93N5O12 | ωB97M-V with the def2-TZVPD basis set

Last column: Löwdin charge in e.
CARTESIAN COORDINATES (ANGSTROEM)
1 O 15.0198 -2.2447 13.0134  -0.0509
2 H 15.5347 -2.2800 12.2072  0.0175
3 H 14.1095 -2.2529 12.7173  0.0285
4 C 17.0428 -4.2413 5.7528  -0.0787
5 C 17.5036 -5.6108 6.2798  -0.3306
6 O 17.7651 -5.6421 7.6591  -0.0969
7 H 17.7811 -3.4518 5.8932  0.0685
8 H 16.1586 -3.9026 6.2926  0.0692
9 H 16.7656 -4.3846 4.7084  0.0725
10 H 18.4633 -5.8541 5.8239  0.1098
11 H 16.7056 -6.3436 6.1605  0.1089
12 H 18.2390 -6.4536 7.8556  0.0800
13 C 19.5446 -3.1786 15.5836  -0.0956
14 C 18.3587 -3.3386 16.5191  -0.3272
15 O 17.4129 -2.2822 16.4310  -0.0773
16 H 20.1821 -2.3089 15.7429  0.0699
17 H 19.2386 -3.1489 14.5378  0.0688
18 H 20.1626 -4.0533 15.7864  0.0690
19 H 18.6396 -3.4679 17.5643  0.1108
20 H 17.9025 -4.2913 16.2501  0.1039
21 H 16.8929 -2.3867 15.6308  0.0721
22 C 18.5349 0.2135 10.4784  -0.0648
23 C 18.7147 -1.1912 9.7978  -0.3449
24 O 17.5388 -1.9005 9.9450  -0.0729
25 H 18.3881 -0.0348 11.5296  0.0681
26 H 17.7563 0.8309 10.0304  0.0674
27 H 19.4584 0.7735 10.3314  0.0618
28 H 19.6257 -1.6771 10.1472  0.1074
29 H 18.8718 -1.0608 8.7271  0.1004
30 H 17.7155 -2.7770 9.5956  0.0834
31 C 12.0916 -7.2033 9.0233  -0.1101
32 C 12.1282 -6.0953 10.0151  -0.3285
33 O 11.3282 -5.0375 9.4806  -0.0874
34 H 11.0682 -7.5673 8.9330  0.0781
35 H 12.7541 -7.9858 9.3931  0.0769
36 H 12.4034 -6.9751 8.0041  0.0763
37 H 13.1580 -5.7704 10.1632  0.1090
38 H 11.6424 -6.5131 10.8969  0.1098
39 H 11.1890 -4.2751 10.0472  0.0762
40 C 16.7718 4.7113 15.0267  -0.0943
41 C 17.0285 3.2013 14.9734  -0.2938
42 O 17.2009 2.6535 16.3190  -0.0913
43 H 16.0467 4.9392 15.8080  0.0727
44 H 16.2934 5.1080 14.1313  0.0679
45 H 17.7108 5.2540 15.1357  0.0689
46 H 17.8920 3.0761 14.3200  0.0968
47 H 16.1782 2.6962 14.5153  0.1016
48 H 17.1916 1.6936 16.3327  0.0705
49 C 19.3564 5.3394 8.4540  -0.0927
50 C 20.1172 5.7559 9.6523  -0.4098
51 O 19.7914 7.0008 10.0803  -0.0447
52 H 18.3485 5.1023 8.7945  0.0736
53 H 19.7725 4.4031 8.0821  0.0764
54 H 19.3147 6.0689 7.6451  0.0826
55 H 21.1611 5.7012 9.3435  0.1073
56 H 19.9934 5.0408 10.4656  0.1135
57 H 20.3224 7.2356 10.8449  0.0942
58 C 28.9822 -7.2635 11.3118  -0.0605
59 C 27.9723 -6.7274 10.2341  -0.4096
60 C 27.0409 -5.5810 10.6812  -0.2158
61 O 26.0769 -5.2687 9.6815  -0.2035
62 C 25.0095 -4.4006 10.1522  -0.0850
63 N 28.6061 -6.3194 8.9722  0.0331
64 H 28.3698 -7.7401 12.0773  0.0686
65 H 29.6612 -6.4434 11.5449  0.0701
66 H 29.6819 -8.0390 11.0000  0.0662
67 H 27.3592 -7.6031 10.0208  0.1272
68 H 27.5861 -4.6581 10.8789  0.1258
69 H 26.4878 -5.8993 11.5648  0.1154
70 H 25.3120 -3.3746 10.3620  0.0763
71 H 24.6454 -4.7233 11.1276  0.0759
72 H 24.2407 -4.3922 9.3795  0.0868
73 H 28.0974 -6.7573 8.2175  0.0664
74 H 28.5752 -5.3169 8.8536  0.0630
75 C 25.4071 1.1781 8.3992  -0.0741
76 C 25.4004 2.5234 9.1021  -0.4212
77 C 25.1988 2.5598 10.6338  -0.1991
78 O 23.8498 2.3500 10.9432  -0.1941
79 C 23.6071 2.1843 12.3175  -0.1173
80 N 26.6827 3.1603 8.7587  0.0195
81 H 25.5393 1.2472 7.3194  0.0731
82 H 24.5130 0.6004 8.6336  0.0730
83 H 26.2125 0.4970 8.6742  0.0741
84 H 24.6141 3.1148 8.6331  0.1298
85 H 25.3734 3.5909 10.9414  0.1228
86 H 25.8009 1.7969 11.1273  0.1327
87 H 24.1294 1.3562 12.7966  0.0833
88 H 22.5339 2.1375 12.5026  0.0902
89 H 24.0553 3.0223 12.8514  0.0806
90 H 26.5549 3.5498 7.8357  0.0681
91 H 26.8331 4.0032 9.2944  0.0580
92 C 10.8487 5.2716 6.4904  -0.0677
93 C 11.5347 5.1224 7.8751  -0.4198
94 C 12.6158 4.1188 8.0019  -0.2480
95 O 12.1579 2.8216 7.6565  -0.1696
96 C 13.1291 1.8000 7.9309  -0.1001
97 N 12.0255 6.5180 8.0739  0.0258
98 H 11.5062 5.5336 5.6615  0.0757
99 H 10.1567 6.1066 6.5998  0.0750
100 H 10.2797 4.3720 6.2558  0.0735
101 H 10.7018 4.8592 8.5272  0.1370
102 H 13.0309 4.1194 9.0098  0.1212
103 H 13.4821 4.4903 7.4546  0.1240
104 H 13.4559 1.6261 8.9561  0.0843
105 H 14.0339 1.9331 7.3379  0.0808
106 H 12.6342 0.9368 7.4858  0.0876
107 H 12.7272 6.6132 8.7940  0.0618
108 H 12.4816 6.7563 7.2048  0.0583
109 C 19.5911 -8.3436 12.4276  -0.0551
110 C 20.8548 -8.6801 11.5373  -0.4246
111 C 21.7760 -9.6640 12.2456  -0.1779
112 O 22.9269 -9.8894 11.3308  -0.2071
113 C 23.6718 -11.0669 11.6945  -0.1115
114 N 20.3892 -9.3040 10.3179  0.0315
115 H 18.8492 -9.1398 12.4888  0.0698
116 H 19.0371 -7.4513 12.1361  0.0684
117 H 19.9297 -8.1313 13.4417  0.0668
118 H 21.3367 -7.7134 11.3908  0.1335
119 H 21.2367 -10.5810 12.4830  0.1234
120 H 22.1822 -9.2625 13.1740  0.1192
121 H 23.9437 -10.9984 12.7478  0.0796
122 H 24.5707 -11.1574 11.0847  0.0832
123 H 23.1558 -12.0183 11.5654  0.0795
124 H 19.8158 -10.0651 10.6527  0.0618
125 H 21.1133 -9.8434 9.8652  0.0625
126 C 24.0813 0.6973 -0.0581  -0.0644
127 C 22.6004 0.3597 0.1162  -0.4023
128 C 21.9003 1.1267 1.2757  -0.2778
129 O 22.4187 0.7389 2.4511  -0.1808
130 C 21.6810 1.3712 3.5655  -0.0549
131 N 21.8993 0.3498 -1.2219  0.0214
132 H 24.6757 0.1773 -0.8094  0.0715
133 H 24.5512 0.4383 0.8907  0.0755
134 H 24.1507 1.7560 -0.3080  0.0785
135 H 22.5044 -0.6749 0.4455  0.1213
136 H 20.8423 0.8643 1.2776  0.1254
137 H 22.1944 2.1673 1.1388  0.1283
138 H 22.1796 1.0175 4.4680  0.0835
139 H 20.6559 1.0039 3.6147  0.0803
140 H 21.6265 2.4598 3.5687  0.0852
141 H 22.4604 -0.1054 -1.9277  0.0552
142 H 21.0905 -0.2389 -1.0827  0.0541

Properties
Relative energy (zero: lowest compared OMol25 entry of this formula, charge and spin), kJ/mol: 395.4
2S+1: 1
HOMO-LUMO gap, eV: 9.031
F_max, eV/Å: 3.9
Charge: 0
SMILES: COC[C@H](C)N.COC[C@H](C)N.COC[C@H](C)N.COC[C@H](C)N.COC[C@H](C)N.CCO.CCO.CCO.CCO.CCO.CCO.O

---

Entry 5:
C21H30ClN3O2 | ωB97M-V with the def2-TZVPD basis set

Last column: Löwdin charge in e.
CARTESIAN COORDINATES (ANGSTROEM)
1 O 3.4254 1.2218 0.6324  0.0599
2 C 3.3890 0.1549 0.0455  -0.4137
3 N 2.2715 -0.6155 0.0827  -0.0407
4 C 1.9937 -1.7990 -0.7038  -0.1515
5 H 2.2059 -2.7026 -0.1157  0.1220
6 C 0.5254 -1.8185 -1.1538  -0.1634
7 C 0.0451 -0.3992 -1.4399  -0.1237
8 H -0.9735 -0.4204 -1.8292  0.1065
9 H 0.6805 0.0375 -2.2128  0.1185
10 C 0.1073 0.4857 -0.1690  -0.2775
11 N -1.1571 0.7473 0.4957  -0.1314
12 C -1.9868 -0.4010 0.8036  -0.1568
13 H -1.3831 -1.1687 1.2872  0.1132
14 C -3.1056 0.0247 1.7650  -0.1334
15 N -3.9187 1.0588 1.1618  -0.0976
16 C -5.0152 0.7268 0.3890  -0.2224
17 C -5.8807 -0.2926 0.8114  -0.0541
18 C -7.0119 -0.6000 0.0849  -0.6754
19 C -7.3477 0.0828 -1.0718  -0.1290
20 C -6.5080 1.1026 -1.4826  -0.0849
21 C -5.3642 1.4211 -0.7773  -0.0328
22 H -4.7379 2.2131 -1.1545  0.0950
23 H -6.7445 1.6546 -2.3803  0.1060
24 H -8.2355 -0.1727 -1.6260  0.0988
25 Cl -8.0434 -1.8722 0.6512  0.6656
26 H -5.6899 -0.8350 1.7228  0.0993
27 C -3.0777 2.1852 0.8236  -0.1449
28 H -3.6761 2.9972 0.4135  0.1158
29 C -1.9556 1.7801 -0.1380  -0.1585
30 H -1.3191 2.6437 -0.3396  0.1262
31 H -2.3957 1.4376 -1.0916  0.1225
32 H -2.6193 2.5345 1.7542  0.1282
33 H -3.7064 -0.8437 2.0247  0.1082
34 H -2.6577 0.4313 2.6764  0.1298
35 H -2.4558 -0.8357 -0.0983  0.1315
36 C 1.1249 -0.1186 0.8158  -0.0875
37 H 0.6918 -0.9419 1.3865  0.1222
38 H 1.4667 0.6489 1.5098  0.1285
39 H 0.4961 1.4681 -0.4568  0.1445
40 H -0.1019 -2.2724 -0.3866  0.1016
41 H 0.4393 -2.4333 -2.0512  0.1150
42 H 2.6372 -1.8123 -1.5843  0.1156
43 C 4.5873 -0.3825 -0.7347  -0.2270
44 H 4.2458 -0.6590 -1.7393  0.1342
45 C 5.6722 0.6938 -0.8840  -0.1198
46 H 5.2233 1.6308 -1.2138  0.1209
47 C 6.4049 0.9373 0.4369  -0.2032
48 H 7.2566 1.6028 0.2824  0.1252
49 O 6.9399 -0.2534 0.9760  -0.1286
50 C 5.9243 -1.1890 1.2343  -0.2056
51 C 5.2076 -1.6099 -0.0506  -0.1160
52 H 4.4536 -2.3600 0.1854  0.1027
53 H 5.9409 -2.0551 -0.7270  0.1262
54 H 6.4152 -2.0478 1.6984  0.1262
55 H 5.1935 -0.7671 1.9422  0.1317
56 H 5.7126 1.3955 1.1546  0.1170
57 H 6.3916 0.3606 -1.6352  0.1211

Properties
Relative energy (zero: lowest compared OMol25 entry of this formula, charge and spin), kJ/mol: 199.8
2S+1: 1
HOMO-LUMO gap, eV: 8.422
F_max, eV/Å: 0.5
Charge: 0
SMILES: O=C(C1CCOCC1)N1CCC[C@@H](N2CCN(c3cccc(Cl)c3)CC2)C1

---

Entry 6:
C6H7Cl | ωB97M-V with the def2-TZVPD basis set

Last column: Löwdin charge in e.
CARTESIAN COORDINATES (ANGSTROEM)
1 C -0.3669 -0.3635 -1.6567  -0.0148
2 C 0.0274 0.9044 -1.4690  -0.0545
3 C 0.3720 -0.8642 -0.4960  -0.3349
4 C 0.6727 -2.0469 -0.0001  0.0724
5 C 0.7317 0.5838 -0.1719  -0.7942
6 C -0.1567 1.2397 1.0730  -0.0417
7 Cl 2.4378 1.0025 -0.0185  0.6398
8 H -1.0027 -0.8486 -2.3747  0.1058
9 H -0.1398 1.8370 -1.9724  0.1084
10 H 1.3055 -2.1619 0.8595  0.0620
11 H 0.2996 -2.9484 -0.4565  0.0617
12 H 0.3984 1.1032 1.9938  0.0562
13 H -1.1034 0.7172 1.1156  0.0717
14 H -0.2934 2.2909 0.8661  0.0619

Properties
Relative energy (zero: lowest compared OMol25 entry of this formula, charge and spin), kJ/mol: 125.3
2S+1: 1
HOMO-LUMO gap, eV: 10.084
F_max, eV/Å: 3.1
Charge: 0

---

Total energy values, unit Eh, following the record order: -401.0159, -3760.4122, -6234.6166, -2451.3607, -1593.1555, -692.9365.